Record 1
Computed, not measured: a gas-phase ion, C7H12 (charge +1), with wB97M-V/def2-TZVPD.

The geometry in XYZ format:
```
19
Properties=species:S:1:pos:R:3:forces:R:3
C -1.1490 1.7290 -1.0536 -0.56 2.23 -0.82
C -0.1602 1.3558 0.0030 0.17 -1.94 1.08
C 0.3389 -0.1063 -0.0759 0.14 0.51 -1.86
C 0.5996 -0.8633 1.0226 -0.08 -0.65 2.52
C 0.4882 -0.4252 2.4527 0.18 -0.43 -0.81
C 0.4243 -2.0639 -1.6747 -0.17 0.29 0.72
C 0.4697 -0.7333 -1.3602 -0.59 1.04 -0.15
H -1.2582 2.8250 -1.1080 0.47 -0.09 0.32
H -0.8423 1.5351 -2.0810 -0.30 -0.53 0.10
H -2.1921 1.5083 -0.8209 0.25 -0.98 -0.22
H 0.7104 2.0064 0.1005 0.00 0.10 -0.23
H -0.6734 1.3579 0.9670 0.10 0.47 0.07
H 0.9423 -1.8913 0.9596 -0.07 0.05 -0.57
H 1.0356 -1.1492 3.0555 0.30 0.46 0.16
H 0.8165 0.6097 2.5387 0.04 -0.06 0.42
H -0.5357 -0.5110 2.8342 -0.19 0.19 -0.30
H 0.6680 -2.8210 -0.9390 -0.21 -0.21 -0.23
H -0.0241 -2.3122 -2.6290 0.57 -0.36 -0.11
H 0.3416 -0.0506 -2.1916 -0.04 -0.09 -0.08
```
Positions in Å, forces in eV/Å.

Output
Charge ... +1
ΔE to the lowest compared entry with this formula, charge and spin ... 14.32 kcal per mole
HOMO (spin up / spin down) ... -14.46 / -15.61 eV
Largest force on an atom ... 0.05059 hartree/bohr
Expectation value of S² ... 0.7836
2S+1 ... 2
Orbital gap (spin up / spin down) ... 9.40 / 8.09 eV
LUMO energy (spin up / spin down) ... -5.05 / -7.52 eV

Atomic charges from the Mulliken analysis, expressed in e, are listed below:
1. C -1.21
2. C -0.41
3. C 1.21
4. C -0.24
5. C -1.37
6. C -0.68
7. C -0.27
8. H 0.35
9. H 0.31
10. H 0.33
11. H 0.38
12. H 0.33
13. H 0.20
14. H 0.40
15. H 0.41
16. H 0.37
17. H 0.28
18. H 0.28
19. H 0.34



Record 2
Computed, not measured: a molecular structure, C7H12AgO2Si2, with wB97M-V/def2-TZVPD.

The geometry in XYZ format:
```
24
Properties=species:S:1:pos:R:3:forces:R:3
Si -1.4047 -2.4815 0.4489 0.71 -0.66 1.26
O 0.2954 -2.5848 0.2326 -1.23 1.08 -1.98
Si 0.8024 -2.2802 -1.3670 0.46 -1.20 1.15
C 0.3904 -0.4875 -1.9611 -0.99 -0.10 -1.79
O 1.3284 0.5214 -1.4549 -1.34 0.47 2.57
C 0.9202 1.0703 -0.2793 -0.01 0.03 0.48
C -0.3586 1.8993 -0.2110 0.89 -0.28 2.99
C -0.8241 2.4807 1.0320 2.26 -1.94 -1.52
C 0.0327 2.2218 2.2611 0.32 -0.59 -1.58
C 1.2863 1.4117 2.1978 -0.76 -0.03 -2.10
C 1.7463 0.8038 0.9437 -2.00 2.20 1.23
H -1.7371 -3.0695 1.7492 0.12 0.03 0.06
H -2.1905 -3.1828 -0.5675 0.16 0.10 -0.45
H -1.8009 -1.0550 0.5228 0.09 0.26 -0.29
H 2.2502 -2.5182 -1.4114 0.01 0.33 -0.01
H 0.1071 -3.1765 -2.3152 -0.17 0.32 0.03
H -0.6918 -0.2896 -1.6901 1.02 0.12 0.01
H 0.4408 -0.4397 -3.0939 0.16 -0.09 1.29
H -0.9099 2.0024 -1.2121 3.21 0.23 2.68
H -1.7809 3.0611 1.0468 1.18 -0.51 0.32
H -0.3324 2.6622 3.2265 0.61 -0.55 -1.00
H 1.8894 1.2649 3.1279 -0.75 0.12 -0.94
H 2.6687 0.1713 0.9051 -1.01 0.70 -0.15
Ag -2.1275 1.9944 -2.1308 -2.93 -0.04 -2.26
```
Positions in Å, forces in eV/Å.

Output
Charge ... +2
HOMO (spin up / spin down) ... -17.14 / -17.15 eV
Largest force on an atom ... 0.08137 hartree/bohr
Expectation value of S² ... 0.7804
2S+1 ... 2
Orbital gap (spin up / spin down) ... 7.33 / 5.88 eV
LUMO energy (spin up / spin down) ... -9.80 / -11.27 eV

Atomic charges from the Mulliken analysis, expressed in e, are listed below:
1. Si 0.49
2. O -0.22
3. Si 0.42
4. C -0.38
5. O -0.31
6. C 0.54
7. C 0.00
8. C -0.30
9. C -0.39
10. C -0.43
11. C -0.14
12. H -0.09
13. H -0.07
14. H -0.16
15. H -0.05
16. H -0.06
17. H 0.02
18. H 0.34
19. H 0.68
20. H 0.36
21. H 0.44
22. H 0.42
23. H 0.45
24. Ag 0.45



Record 3
Computed, not measured: C7H12F4O2 in the gas phase, with wB97M-V/def2-TZVPD.

The geometry in XYZ format:
```
25
Properties=species:S:1:pos:R:3:forces:R:3
C 2.8259 -1.2925 1.0580 -0.07 -0.03 0.00
O 2.8381 -0.2790 0.0648 -0.16 -0.03 0.05
C 1.6301 0.4346 -0.0415 0.01 -0.10 0.04
C 0.5225 -0.4388 -0.6349 0.00 -0.04 0.02
O -0.6461 0.3325 -0.7754 0.02 0.02 0.22
C -1.8258 -0.4081 -1.0573 -0.18 -0.10 -0.20
C -2.9875 0.0991 -0.2050 0.19 0.09 0.09
C -2.6147 0.1698 1.2679 -0.02 -0.11 0.00
F -3.7566 0.4332 2.0376 0.25 -0.06 -0.21
C 1.9205 1.7024 -0.8820 -0.18 0.08 -0.05
F 1.4387 1.6349 -2.1345 -0.01 -0.16 0.05
F 1.3576 2.7817 -0.3034 -0.05 -0.11 -0.02
F 3.2244 1.9462 -0.9885 0.16 0.04 0.10
H 2.3888 -2.2238 0.6732 0.11 0.12 0.10
H 2.2541 -0.9753 1.9433 0.14 -0.02 -0.12
H 3.8655 -1.4681 1.3438 -0.18 -0.02 -0.05
H 1.3072 0.7850 0.9514 0.05 0.03 -0.16
H 0.8695 -0.8678 -1.5862 -0.09 0.12 0.04
H 0.3330 -1.2683 0.0655 0.11 0.09 -0.13
H -1.6596 -1.4815 -0.8805 0.04 0.16 0.10
H -2.0725 -0.2923 -2.1224 0.05 -0.07 0.16
H -3.8335 -0.5899 -0.3157 0.09 0.17 -0.07
H -3.2895 1.0919 -0.5561 -0.04 -0.15 0.09
H -2.2008 -0.7897 1.6120 -0.10 0.18 -0.03
H -1.8894 0.9638 1.4660 -0.13 -0.10 -0.03
```
Positions in Å, forces in eV/Å.

Output
Charge ... 0
HOMO ... -10.39 eV
SMILES string ... CO[C@H](COCCCF)C(F)(F)F
Largest force on an atom ... 0.00650 hartree/bohr
Orbital gap ... 11.08 eV
LUMO energy ... 0.68 eV

Atomic charges from the Mulliken analysis, expressed in e, are listed below:
1. C -0.74
2. O -0.42
3. C -0.02
4. C -0.59
5. O -0.27
6. C -0.64
7. C -0.49
8. C -0.17
9. F -0.32
10. C 0.91
11. F -0.29
12. F -0.28
13. F -0.27
14. H 0.27
15. H 0.35
16. H 0.26
17. H 0.29
18. H 0.20
19. H 0.52
20. H 0.41
21. H 0.29
22. H 0.33
23. H 0.27
24. H 0.24
25. H 0.16



Record 4
Computed, not measured: a molecular structure, C7H12I2N2, with wB97M-V/def2-TZVPD.

The geometry in XYZ format:
```
23
Properties=species:S:1:pos:R:3:forces:R:3
C -1.4214 -0.3851 1.7912 0.38 0.75 0.67
C 1.6397 0.0805 -1.4281 -1.22 1.81 1.55
C -3.4345 1.1555 1.8855 2.39 0.60 3.11
C 3.0007 -0.8167 -3.1374 1.71 -0.25 1.30
C -2.7254 -0.1069 2.4692 -0.32 2.94 -4.00
C 1.5301 -0.6925 -2.6542 3.41 -1.73 0.85
C 0.9217 0.2689 0.8900 -2.67 1.08 -0.35
N -0.7581 0.5527 1.2857 3.11 -0.41 -1.00
N 1.0549 -0.3067 -0.3763 -0.55 -0.54 0.70
I 1.8844 -0.9432 2.3456 0.00 0.07 -0.03
I 1.4904 2.4171 1.0455 0.24 -0.49 0.05
H -1.0998 -1.3938 1.9363 0.77 -0.79 -0.07
H 2.1715 1.0770 -1.4416 -0.33 -0.88 -0.05
H -3.8725 1.0184 0.9897 -0.96 -0.80 -3.38
H -2.6454 1.9042 1.8274 -0.20 0.24 -0.39
H -4.2200 1.6128 2.4566 -0.32 -0.22 1.01
H 3.5546 -1.4870 -2.3364 -0.69 1.44 -1.76
H 3.5240 0.2604 -3.1759 -1.06 -2.60 -0.23
H 2.9711 -1.3732 -4.0996 0.56 0.67 0.50
H -2.5799 -0.0058 3.4627 0.56 0.10 3.35
H -3.2973 -0.9035 2.2351 -2.17 -2.93 -0.11
H 1.1766 -1.7120 -2.5084 -0.51 0.33 0.13
H 1.1344 -0.2211 -3.4627 -2.16 1.61 -1.85
```
Positions in Å, forces in eV/Å.

Output
Charge ... 0
HOMO ... -9.03 eV
Largest force on an atom ... 0.09666 hartree/bohr
Orbital gap ... 8.92 eV
LUMO energy ... -0.11 eV

Atomic charges from the Mulliken analysis, expressed in e, are listed below:
1. C -0.15
2. C -0.06
3. C -1.17
4. C -1.05
5. C -0.66
6. C -0.30
7. C -0.12
8. N -0.26
9. N -0.25
10. I 0.16
11. I 0.03
12. H 0.46
13. H 0.19
14. H 0.36
15. H 0.29
16. H 0.36
17. H 0.26
18. H 0.29
19. H 0.34
20. H 0.38
21. H 0.36
22. H 0.26
23. H 0.29